Record 1
Density functional theory data (the ωB97M-V functional and the def2-TZVPD basis) for C5H8O in the gas phase in a non-equilibrium geometry.

The structure (SMILES) is O=CC1CCC1. As for the largest force on an atom: 3.0 eV/A. The calculation puts the relative energy (zero: lowest compared OMol25 entry of this formula, charge and spin) at 60.92 kcal/mol. The value obtained for the gap between HOMO and LUMO is 10.46 eV. As for the energy: -270.46081 a.u.

Each line ends with the Löwdin charge.
CARTESIAN COORDINATES (ANGSTROEM)
O: 2.813 -0.521 -0.628  0.042
C: 1.993 0.280 -0.232  -0.243
C: 0.591 -0.018 0.136  -0.266
C: -0.259 -1.227 -0.292  -0.116
C: -1.495 -0.280 -0.256  -0.163
C: -0.671 0.913 0.273  -0.149
H: 2.280 1.333 -0.030  0.123
H: 0.470 0.176 1.217  0.136
H: -0.085 -1.707 -1.267  0.113
H: -0.242 -2.026 0.457  0.105
H: -1.889 -0.070 -1.248  0.104
H: -2.303 -0.573 0.417  0.102
H: -0.662 1.914 -0.147  0.103
H: -0.885 1.049 1.365  0.109

***

Record 2
Density functional theory data (the ωB97M-V functional and the def2-TZVPD basis) for a 3-piece molecular cluster, C13H23F9N2O5 overall in a non-equilibrium geometry.

The structure (SMILES) is O=C(O)OC(F)(F)C(F)(F)C(F)(F)C(F)(F)F.COC[C@@H](C)N.COC[C@@H](C)N. As for the largest force on an atom: 2.8 eV/A. The value obtained for the gap between HOMO and LUMO is 9.57 eV. As for the energy: -1893.62067 a.u.

Each line ends with the Löwdin charge.
CARTESIAN COORDINATES (ANGSTROEM)
O: 6.012 -1.962 -0.016  0.187
C: 6.032 -1.890 -1.221  -0.512
O: 6.520 -2.852 -2.029  0.147
O: 5.695 -0.692 -1.843  0.182
C: 4.675 -0.692 -2.749  -0.512
F: 4.613 -1.812 -3.475  0.175
F: 4.911 0.318 -3.595  0.188
C: 3.283 -0.385 -2.124  -0.360
F: 2.450 0.005 -3.085  0.187
F: 3.464 0.647 -1.286  0.180
C: 2.615 -1.509 -1.304  -0.353
F: 3.256 -1.729 -0.161  0.192
F: 1.385 -1.054 -1.000  0.154
C: 2.412 -2.870 -2.030  -0.526
F: 3.521 -3.612 -1.886  0.169
F: 1.402 -3.525 -1.452  0.187
F: 2.141 -2.711 -3.321  0.199
H: 5.833 -3.504 -2.190  0.116
C: -3.798 -0.308 1.711  -0.101
O: -2.490 -0.840 1.581  -0.208
C: -2.431 -2.215 1.254  -0.205
C: -2.608 -2.526 -0.240  -0.427
C: -4.051 -2.433 -0.726  -0.070
N: -1.766 -1.672 -1.082  0.053
H: -4.491 -1.040 2.135  0.092
H: -4.172 0.044 0.747  0.079
H: -3.745 0.552 2.379  0.082
H: -1.427 -2.535 1.547  0.122
H: -3.140 -2.785 1.868  0.121
H: -2.283 -3.561 -0.383  0.135
H: -4.370 -1.400 -0.862  0.065
H: -4.152 -2.927 -1.692  0.075
H: -4.737 -2.915 -0.027  0.078
H: -0.794 -1.812 -0.827  0.042
H: -1.953 -0.707 -0.821  0.065
C: -2.395 4.929 1.102  -0.107
O: -2.563 3.526 1.166  -0.191
C: -1.436 2.762 0.778  -0.206
C: -0.369 2.583 1.868  -0.428
C: 0.494 3.820 2.096  -0.070
N: -0.950 2.163 3.146  0.050
H: -1.752 5.220 0.267  0.090
H: -1.986 5.324 2.035  0.075
H: -3.379 5.372 0.954  0.086
H: -1.827 1.771 0.534  0.106
H: -0.999 3.167 -0.145  0.121
H: 0.293 1.782 1.528  0.134
H: -0.026 4.582 2.675  0.064
H: 1.390 3.552 2.656  0.075
H: 0.809 4.263 1.149  0.077
H: -1.430 1.275 3.014  0.054
H: -1.691 2.819 3.378  0.070

***

Record 3
Density functional theory data (the ωB97M-V functional and the def2-TZVPD basis) for a 13-piece molecular cluster, C43H82N4O9 overall in a non-equilibrium geometry.

As for the largest force on an atom: 4.1 eV/A. The value obtained for the gap between HOMO and LUMO is 9.91 eV. As for the energy: -2583.69243 a.u.

Each line ends with the Löwdin charge.
CARTESIAN COORDINATES (ANGSTROEM)
C: -1.392 -4.450 -3.222  -0.014
C: -2.617 -4.526 -4.132  -0.479
O: -2.563 -3.924 -5.181  0.038
C: -3.791 -5.408 -3.660  -0.004
H: -0.644 -5.280 -3.536  0.120
H: -1.616 -4.550 -2.182  0.040
H: -0.916 -3.503 -3.504  0.065
H: -4.446 -4.663 -3.109  0.105
H: -3.478 -6.150 -2.947  0.070
H: -4.336 -5.783 -4.494  0.064
C: -2.257 -2.698 0.596  -0.004
C: -3.569 -3.419 0.115  -0.434
O: -3.475 -4.605 -0.248  0.018
C: -4.820 -2.654 0.124  -0.022
H: -1.983 -1.943 -0.134  0.078
H: -1.531 -3.512 0.618  0.039
H: -2.240 -2.240 1.545  0.021
H: -5.456 -3.067 -0.624  0.073
H: -4.746 -1.589 0.015  0.075
H: -5.366 -2.851 1.064  0.108
C: 3.660 3.794 2.034  -0.003
C: 3.917 3.528 0.563  -0.483
O: 4.342 2.457 0.220  0.053
C: 3.714 4.669 -0.452  -0.013
H: 2.729 3.271 2.221  0.072
H: 3.589 4.836 2.282  0.075
H: 4.474 3.324 2.594  0.090
H: 4.532 5.335 -0.225  0.080
H: 2.816 5.185 -0.301  0.047
H: 3.822 4.438 -1.541  0.085
C: -3.779 2.839 0.697  -0.016
C: -3.798 3.486 -0.696  -0.477
O: -4.345 4.561 -0.877  0.046
C: -2.759 2.964 -1.666  -0.016
H: -2.877 3.257 1.186  0.068
H: -3.686 1.731 0.620  0.084
H: -4.652 3.169 1.296  0.089
H: -2.906 3.579 -2.550  0.082
H: -2.970 1.895 -1.879  0.064
H: -1.765 3.120 -1.265  0.051
C: -0.247 -4.119 3.457  0.003
C: -0.467 -3.988 4.963  -0.460
O: -1.261 -3.202 5.393  0.051
C: 0.398 -4.835 5.904  -0.009
H: 0.790 -3.959 3.272  0.039
H: -0.782 -3.321 2.921  0.067
H: -0.497 -5.109 3.106  0.089
H: -0.168 -5.704 6.284  0.091
H: 0.602 -4.202 6.799  0.095
H: 1.304 -5.108 5.393  0.064
C: 0.537 1.282 -0.947  -0.003
C: 0.259 2.245 0.230  -0.443
O: 0.453 3.478 0.104  -0.006
C: -0.189 1.614 1.548  -0.032
H: 0.486 1.825 -1.905  0.073
H: -0.207 0.491 -0.913  0.072
H: 1.519 0.850 -0.773  0.074
H: 0.745 1.446 2.101  0.070
H: -0.712 0.630 1.461  0.060
H: -0.741 2.441 2.078  0.093
C: -0.367 5.677 -2.892  0.000
C: 0.165 4.701 -3.934  -0.523
O: -0.525 4.157 -4.715  0.072
C: 1.615 4.223 -3.789  -0.017
H: -0.489 4.967 -2.067  0.062
H: -1.320 6.057 -3.308  0.105
H: 0.472 6.263 -2.557  0.074
H: 2.281 4.987 -4.155  0.074
H: 1.790 3.323 -4.359  0.068
H: 1.920 4.016 -2.710  0.078
C: 0.484 -5.732 0.092  -0.010
C: 1.376 -4.507 0.316  -0.539
O: 1.079 -3.385 0.016  0.045
C: 2.642 -4.774 1.082  -0.016
H: 0.595 -6.426 0.937  0.085
H: 0.828 -6.118 -0.906  0.079
H: -0.519 -5.310 -0.017  0.056
H: 2.945 -5.802 0.970  0.075
H: 2.407 -4.432 2.132  0.088
H: 3.449 -4.115 0.710  0.075
C: -1.102 6.092 1.543  -0.039
C: -1.935 7.207 2.137  -0.499
O: -1.878 7.418 3.358  0.040
C: -2.653 8.035 1.151  -0.032
H: -0.556 5.383 2.196  0.081
H: -0.291 6.639 0.920  0.117
H: -1.656 5.483 0.873  0.040
H: -3.062 8.936 1.654  0.096
H: -3.479 7.464 0.756  0.082
H: -1.940 8.333 0.325  0.107
C: 0.143 1.352 5.938  -0.103
C: -1.177 0.948 6.549  -0.275
C: -1.626 -0.372 6.042  -0.217
C: -1.580 -0.432 4.560  -0.196
N: -1.658 -0.483 3.392  0.169
H: 0.118 1.164 4.868  0.041
H: 0.966 0.693 6.297  0.090
H: 0.438 2.402 6.149  0.085
H: -2.049 1.599 6.370  0.120
H: -1.074 0.774 7.641  0.121
H: -2.691 -0.633 6.297  0.145
H: -1.094 -1.238 6.408  0.093
C: -0.413 0.642 -4.771  -0.100
C: -1.244 -0.220 -5.765  -0.216
C: -2.732 0.216 -5.621  -0.195
C: -3.347 -0.125 -4.338  -0.221
N: -3.533 -0.268 -3.184  0.135
H: 0.631 0.362 -4.804  0.049
H: -0.786 0.470 -3.719  0.075
H: -0.534 1.675 -5.050  0.045
H: -1.185 -1.337 -5.582  0.116
H: -0.999 0.018 -6.794  0.101
H: -3.342 -0.314 -6.339  0.107
H: -2.826 1.350 -5.616  0.145
C: 3.309 -1.739 -2.661  -0.099
C: 2.109 -2.242 -3.365  -0.290
C: 2.269 -3.549 -4.091  -0.185
C: 2.451 -4.767 -3.258  -0.200
N: 2.618 -5.798 -2.764  0.150
H: 4.223 -1.753 -3.268  0.091
H: 3.453 -2.238 -1.729  0.053
H: 3.105 -0.675 -2.392  0.084
H: 1.933 -1.523 -4.144  0.093
H: 1.265 -2.368 -2.709  0.099
H: 3.166 -3.455 -4.768  0.142
H: 1.445 -3.791 -4.738  0.103
C: 5.833 -0.734 2.311  -0.078
C: 4.682 -1.010 1.310  -0.246
C: 3.334 -0.665 1.891  -0.183
C: 3.145 -1.218 3.260  -0.215
N: 2.814 -1.602 4.293  0.146
H: 5.775 -1.519 3.012  0.055
H: 5.714 0.180 2.828  0.055
H: 6.816 -0.619 1.810  0.088
H: 4.704 -2.059 1.034  0.091
H: 4.736 -0.464 0.383  0.094
H: 2.597 -1.157 1.270  0.104
H: 3.188 0.386 1.956  0.088

***

Record 4
Density functional theory data (the ωB97M-V functional and the def2-TZVPD basis) for ClFK as an isolated structure.

As for the largest force on an atom: 0.9 eV/A. The net charge is -1. The value obtained for the gap between HOMO and LUMO is 7.16 eV. As for the energy: -1160.11874 a.u.

Each line ends with the Löwdin charge.
CARTESIAN COORDINATES (ANGSTROEM)
K: 0.760 -0.415 0.329  0.634
Cl: 0.522 2.206 -1.015  -0.731
F: -1.281 -1.790 0.686  -0.904